w) Here is a molecular structure, C36H89F6N7O11Sr from OMol25. Energies are from ωB97M-V with the def2-TZVPD basis set.

```
150
Properties=species:S:1:pos:R:3
Sr -0.84 -0.22 1.09
C -1.32 3.14 -0.68
O -1.43 2.93 -2.06
O -0.60 1.98 -0.15
C -0.90 4.65 -0.45
F -1.84 5.48 -1.05
F -0.85 4.98 0.88
F 0.31 4.84 -1.05
C -2.69 3.09 -2.68
C -2.56 3.09 -4.19
H -1.74 2.46 -4.53
H -3.46 2.77 -4.72
H -2.30 4.12 -4.44
H -3.30 3.93 -2.35
H -3.29 2.22 -2.41
H -2.34 3.04 -0.31
C -1.59 -1.56 4.67
O -2.90 -1.97 4.08
O -0.88 -1.13 3.52
C -1.67 -0.74 5.99
F -2.66 0.09 5.92
F -1.79 -1.38 7.10
F -0.56 -0.02 6.23
C -3.77 -2.59 4.99
C -4.92 -3.15 4.08
H -5.65 -3.74 4.62
H -5.50 -2.33 3.65
H -4.44 -3.78 3.33
H -4.28 -1.99 5.74
H -3.37 -3.41 5.58
H -1.13 -2.52 4.93
C 3.04 4.22 0.49
C 3.15 3.47 -0.84
C 4.61 3.22 -1.30
O 5.16 4.51 -1.64
C 6.55 4.45 -1.83
N 2.46 2.23 -0.56
H 1.99 4.44 0.71
H 3.53 5.19 0.38
H 3.48 3.74 1.36
H 2.52 3.99 -1.56
H 4.64 2.51 -2.13
H 5.15 2.76 -0.48
H 6.82 3.77 -2.64
H 7.04 4.08 -0.93
H 6.89 5.46 -2.06
H 2.94 1.69 0.14
H 1.49 2.34 -0.28
C 0.65 0.75 -5.33
C 1.58 1.43 -4.32
C 1.82 2.96 -4.51
O 2.49 3.24 -5.74
C 3.90 2.83 -5.76
N 0.91 1.21 -3.06
H 1.07 0.86 -6.33
H -0.37 1.14 -5.32
H 0.47 -0.31 -5.15
H 2.54 0.91 -4.35
H 2.22 3.41 -3.61
H 0.79 3.30 -4.56
H 4.07 1.75 -5.75
H 4.41 3.28 -4.90
H 4.35 3.26 -6.65
H 1.51 1.65 -2.37
H 0.06 1.71 -2.85
C 1.89 1.46 4.24
C 2.26 1.15 2.77
C 3.83 0.99 2.63
O 4.15 0.81 1.24
C 5.44 0.28 1.00
N 1.60 -0.11 2.38
H 0.82 1.50 4.43
H 2.27 2.37 4.69
H 2.16 0.65 4.92
H 2.00 2.01 2.14
H 4.09 0.18 3.31
H 4.39 1.87 2.96
H 5.43 -0.79 1.19
H 6.23 0.66 1.64
H 5.74 0.36 -0.04
H 2.34 -0.80 2.38
H 0.90 -0.38 3.06
C 0.95 -2.44 -2.10
C 1.85 -1.74 -1.12
C 3.28 -1.58 -1.69
O 4.09 -2.69 -1.36
C 5.37 -2.68 -1.97
N 1.26 -0.51 -0.63
H 1.41 -3.40 -2.32
H 0.88 -1.92 -3.05
H -0.04 -2.56 -1.67
H 1.93 -2.42 -0.27
H 3.70 -0.65 -1.32
H 3.18 -1.41 -2.76
H 5.83 -3.66 -2.10
H 6.02 -1.98 -1.45
H 5.20 -2.43 -3.02
H 2.03 -0.22 -0.04
H 1.21 0.19 -1.36
C -2.37 -0.64 -3.68
C -2.73 -0.85 -2.19
C -3.09 -2.38 -1.97
O -3.68 -2.64 -0.65
C -4.41 -3.89 -0.53
N -1.59 -0.46 -1.42
H -1.66 -1.34 -4.13
H -2.04 0.37 -3.90
H -3.25 -0.87 -4.29
H -3.61 -0.29 -1.87
H -2.24 -3.04 -2.15
H -3.82 -2.70 -2.71
H -3.69 -4.70 -0.71
H -5.24 -4.00 -1.23
H -4.77 -3.98 0.49
H -0.84 -0.95 -1.89
H -1.31 0.51 -1.51
C -5.67 0.03 1.19
C -4.11 0.31 1.22
C -3.72 1.32 2.30
O -2.26 1.59 2.37
C -1.89 2.73 3.15
N -3.39 -0.95 1.35
H -5.91 -0.80 0.52
H -6.28 0.87 0.84
H -6.09 -0.32 2.13
H -3.80 0.74 0.27
H -3.89 1.04 3.34
H -4.18 2.28 2.07
H -2.25 2.72 4.18
H -2.22 3.68 2.72
H -0.81 2.84 3.24
H -3.87 -1.50 0.64
H -3.64 -1.41 2.21
C 1.03 -3.98 2.20
C -0.31 -4.19 1.47
C -1.22 -5.30 2.15
O -2.40 -5.31 1.35
C -3.28 -6.29 1.76
N -1.09 -2.94 1.33
H 1.77 -4.75 1.97
H 0.93 -3.82 3.27
H 1.53 -3.08 1.85
H -0.07 -4.51 0.46
H -1.45 -5.19 3.21
H -0.76 -6.29 2.05
H -3.76 -5.92 2.67
H -2.77 -7.16 2.16
H -4.07 -6.54 1.05
H -2.03 -3.21 1.09
H -1.09 -2.68 2.31
```

Orbital gap = 0.313 hartree

Atom charges from the Mulliken analysis, given in e for atoms 1 to 6: atom 1 (Sr): 0.650, atom 2 (C): -1.439, atom 3 (O): -0.141, atom 4 (O): 1.644, atom 5 (C): 0.411, atom 6 (F): -0.326

x) Here is a molecular structure, C36H89F6N7O11Sr from OMol25. Energies are from ωB97M-V with the def2-TZVPD basis set.

```
150
Properties=species:S:1:pos:R:3
Sr -0.39 0.22 -0.20
C 0.81 0.48 -3.85
O -0.24 1.43 -3.82
O 0.82 0.04 -2.44
C 0.57 -0.63 -4.94
F -0.65 -1.22 -4.81
F 0.77 -0.16 -6.17
F 1.43 -1.59 -4.66
C -0.24 2.47 -4.83
C -1.24 3.56 -4.28
H -1.45 4.29 -5.07
H -2.18 3.18 -3.86
H -0.80 4.15 -3.48
H -0.58 2.12 -5.81
H 0.68 3.02 -5.01
H 1.74 0.98 -4.14
C -0.51 -0.51 3.50
O -0.03 -1.72 3.03
O -0.58 0.36 2.42
C -1.83 -0.79 4.28
F -2.93 -0.92 3.43
F -1.83 -1.83 5.05
F -2.20 0.17 5.15
C 1.04 -2.42 3.66
C 1.05 -3.90 3.39
H 1.25 -4.05 2.32
H 1.88 -4.28 3.98
H 0.12 -4.33 3.77
H 0.96 -2.47 4.75
H 2.02 -2.04 3.39
H 0.15 -0.11 4.27
C -3.75 3.64 0.68
C -2.72 2.82 -0.15
C -1.32 3.54 -0.41
O -0.27 2.64 -0.67
C 0.95 3.38 -0.95
N -2.40 1.58 0.49
H -4.71 3.15 0.90
H -3.78 4.59 0.15
H -3.36 3.72 1.70
H -3.08 2.52 -1.14
H -1.09 4.17 0.44
H -1.56 4.23 -1.22
H 0.78 3.73 -1.97
H 1.73 2.64 -1.05
H 1.28 4.13 -0.22
H -2.02 1.59 1.42
H -3.34 1.36 0.77
C -5.52 -1.82 1.92
C -5.34 -0.55 1.07
C -6.56 -0.25 0.20
O -7.10 -1.41 -0.48
C -7.34 -1.39 -1.95
N -5.05 0.66 1.76
H -5.56 -2.70 1.29
H -6.39 -1.69 2.57
H -4.72 -2.12 2.61
H -4.45 -0.54 0.44
H -6.33 0.64 -0.39
H -7.42 0.10 0.77
H -8.24 -0.81 -2.15
H -7.44 -2.41 -2.32
H -6.48 -0.98 -2.47
H -4.34 0.41 2.44
H -5.82 1.11 2.23
C -2.27 -3.17 0.95
C -1.22 -3.08 -0.23
C -1.92 -2.53 -1.49
O -2.08 -1.11 -1.41
C -3.14 -0.55 -2.27
N -0.08 -2.28 0.22
H -1.85 -3.59 1.87
H -3.06 -3.88 0.75
H -2.58 -2.15 1.17
H -0.83 -4.05 -0.54
H -2.90 -2.97 -1.64
H -1.48 -2.73 -2.47
H -2.71 -0.76 -3.25
H -3.26 0.49 -1.99
H -4.12 -1.00 -2.10
H 0.17 -2.62 1.13
H 0.66 -2.47 -0.44
C 2.68 -4.11 -3.27
C 2.04 -3.85 -1.93
C 2.81 -4.49 -0.75
O 2.86 -5.89 -1.14
C 3.03 -6.76 -0.03
N 2.13 -2.44 -1.74
H 3.05 -5.14 -3.32
H 3.52 -3.43 -3.31
H 1.95 -3.82 -4.03
H 1.05 -4.31 -1.96
H 2.13 -4.35 0.09
H 3.86 -4.22 -0.62
H 2.12 -6.93 0.54
H 3.77 -6.35 0.66
H 3.40 -7.73 -0.33
H 1.57 -1.84 -2.33
H 3.04 -2.28 -2.13
C -2.54 4.93 6.39
C -2.83 4.06 5.21
C -1.52 3.25 4.74
O -0.57 4.18 4.23
C 0.40 3.59 3.26
N -3.81 3.02 5.56
H -1.97 4.43 7.17
H -3.34 5.45 6.92
H -1.77 5.65 6.09
H -3.30 4.74 4.50
H -1.78 2.48 4.01
H -1.19 2.50 5.46
H 1.18 2.94 3.67
H 1.04 4.43 3.00
H -0.02 3.01 2.44
H -3.84 2.65 6.50
H -3.84 2.42 4.75
C 4.13 0.78 -0.13
C 3.41 0.20 1.10
C 3.48 1.14 2.37
O 4.81 1.23 2.93
C 5.16 2.36 3.76
N 2.00 -0.17 0.74
H 4.61 1.68 0.25
H 3.40 0.99 -0.90
H 4.89 0.13 -0.57
H 3.88 -0.76 1.30
H 2.78 0.93 3.18
H 3.22 2.16 2.13
H 4.42 2.40 4.56
H 5.04 3.30 3.23
H 6.24 2.34 3.95
H 1.67 -0.52 1.62
H 2.06 -0.99 0.15
C 6.00 -1.90 -4.09
C 5.30 -0.67 -3.49
C 5.21 0.49 -4.53
O 5.04 1.65 -3.82
C 5.04 2.73 -4.81
N 3.95 -1.10 -3.14
H 7.07 -1.73 -3.95
H 5.73 -2.24 -5.09
H 5.74 -2.78 -3.51
H 5.94 -0.27 -2.70
H 4.25 0.39 -5.04
H 5.96 0.53 -5.31
H 5.99 2.73 -5.36
H 4.78 3.69 -4.37
H 4.33 2.60 -5.62
H 3.46 -0.30 -2.77
H 3.51 -1.51 -3.95
```

Orbital gap = 0.325 hartree

Atom charges from the Mulliken analysis, given in e for atoms 1 to 6: atom 1 (Sr): -0.454, atom 2 (C): 0.118, atom 3 (O): 0.165, atom 4 (O): 0.796, atom 5 (C): 0.279, atom 6 (F): -0.263

So which one is most stable? That would be w), about 69.7 kcal/mol below the next structure.

w) Here is a gas-phase ion, C7H10 (charge +1) from OMol25. Energies are from ωB97M-V with the def2-TZVPD basis set.

```
17
Properties=species:S:1:pos:R:3
C -0.15 -1.93 -0.49
C 0.65 -2.64 -1.27
C -0.58 0.06 -1.94
C -0.47 -0.50 -0.70
C -0.33 0.14 0.65
C -0.11 1.49 0.69
C 0.25 2.27 1.96
H -0.37 -2.23 0.62
H 1.58 -3.01 -0.91
H 0.30 -3.07 -2.20
H -0.51 -0.60 -2.81
H -0.64 1.12 -2.03
H -0.02 -0.47 1.52
H -0.63 2.02 -0.07
H -0.15 1.70 2.84
H -0.14 3.30 2.08
H 1.34 2.36 2.04
```

Orbital gap (alpha / beta) = 0.277 / 0.227 hartree
Net charge = +1
Spin multiplicity = 2

Atom charges from the natural (NBO) analysis, given in e for atoms 1 to 6: atom 1 (C): -0.028, atom 2 (C): -0.170, atom 3 (C): -0.156, atom 4 (C): -0.053, atom 5 (C): -0.281, atom 6 (C): -0.018

x) Here is a gas-phase ion, C7H10 (charge +1) from OMol25. Energies are from ωB97M-V with the def2-TZVPD basis set.

```
17
Properties=species:S:1:pos:R:3
C -1.00 1.30 -1.27
C -1.16 2.53 -0.75
C -1.70 -0.39 0.49
C -0.72 0.23 -0.32
C 0.58 -0.38 -0.40
C 0.92 -1.47 0.38
C 2.31 -1.46 0.92
H -1.24 1.15 -2.31
H -1.74 3.28 -1.29
H -1.23 2.68 0.32
H -2.20 0.26 1.22
H -2.31 -1.24 0.22
H 1.37 0.08 -0.99
H 0.09 -2.08 0.72
H 2.94 -1.88 0.11
H 2.43 -2.15 1.76
H 2.67 -0.47 1.19
```

Orbital gap (alpha / beta) = 0.265 / 0.291 hartree
Net charge = +1
Spin multiplicity = 2

Atom charges from the natural (NBO) analysis, given in e for atoms 1 to 6: atom 1 (C): -0.303, atom 2 (C): -0.293, atom 3 (C): -0.303, atom 4 (C): 0.226, atom 5 (C): -0.318, atom 6 (C): 0.191

y) Here is a gas-phase ion, C7H10 (charge +1) from OMol25. Energies are from ωB97M-V with the def2-TZVPD basis set.

```
17
Properties=species:S:1:pos:R:3
C 0.98 -0.96 -1.13
C 1.16 -2.26 -1.47
C -1.41 -1.13 -0.35
C -0.25 -0.42 -0.63
C -0.20 0.92 -0.01
C -0.52 1.23 1.26
C 0.17 2.36 1.93
H 1.79 -0.26 -1.25
H 2.04 -2.63 -1.97
H 0.53 -3.07 -1.13
H -1.63 -2.05 -0.87
H -1.97 -0.86 0.53
H 0.51 1.59 -0.50
H -1.42 0.83 1.72
H 1.23 2.31 1.67
H -0.14 3.38 1.67
H 0.13 2.38 3.03
```

Orbital gap (alpha / beta) = 0.317 / 0.240 hartree
Net charge = +1
Spin multiplicity = 2

Atom charges from the Mulliken analysis, given in e for atoms 1 to 6: atom 1 (C): -0.240, atom 2 (C): -0.736, atom 3 (C): -0.663, atom 4 (C): 0.997, atom 5 (C): -0.322, atom 6 (C): 0.082

So which one is most stable? That would be y), about 27.3 kcal/mol below the next structure.

w) Here is a molecular structure, C2H4ClNS from OMol25. Energies are from ωB97M-V with the def2-TZVPD basis set.

```
9
Properties=species:S:1:pos:R:3
C -0.40 1.69 -0.24
C 0.17 -0.78 -0.05
N 0.28 0.63 -0.15
S -2.07 1.62 0.02
Cl 2.45 1.34 0.12
H 0.02 2.59 -0.43
H 1.26 -1.22 -0.12
H -0.17 -1.09 0.84
H -0.44 -1.03 -0.99
```

Orbital gap (alpha / beta) = 0.218 / 0.227 hartree

Atom charges from the natural (NBO) analysis, given in e for atoms 1 to 6: atom 1 (C): -0.026, atom 2 (C): -0.431, atom 3 (N): -0.173, atom 4 (S): -0.132, atom 5 (Cl): -0.188, atom 6 (H): 0.221

x) Here is C2H4ClNS in the gas phase from OMol25. Energies are from ωB97M-V with the def2-TZVPD basis set.

```
9
Properties=species:S:1:pos:R:3
C -0.67 -0.52 -0.07
C -0.15 0.53 -0.94
H 0.92 -0.30 2.82
H -1.58 -1.01 -0.35
H -0.85 1.21 -1.35
H 0.72 1.03 -0.40
N -0.24 -0.81 1.14
S 1.17 0.10 1.60
Cl 0.70 -0.22 -2.45
```

Structure (SMILES) = S/N=C\CCl
Orbital gap = 0.347 hartree

Atom charges from the natural (NBO) analysis, given in e for atoms 1 to 6: atom 1 (C): 0.043, atom 2 (C): -0.386, atom 3 (H): 0.125, atom 4 (H): 0.196, atom 5 (H): 0.239, atom 6 (H): 0.233

So which one is most stable? That would be x), about 53.8 kcal/mol below the next structure.

w) Here is 3 unconnected molecules or ions with the total composition CH2BrF2P from OMol25. Energies are from ωB97M-V with the def2-TZVPD basis set.

```
7
Properties=species:S:1:pos:R:3
C 2.83 2.71 -1.56
F 4.00 2.49 -0.97
F 2.96 2.27 -2.81
P 1.36 3.12 -0.83
Br 1.95 3.46 1.25
H 0.09 -1.39 -0.28
H 0.17 -0.58 -0.04
```

Orbital gap = 0.345 hartree

Atom charges from the natural (NBO) analysis, given in e for atoms 1 to 6: atom 1 (C): 0.387, atom 2 (F): -0.305, atom 3 (F): -0.306, atom 4 (P): 0.407, atom 5 (Br): -0.181, atom 6 (H): 0.004

x) Here is CH2BrF2P in the gas phase from OMol25. Energies are from ωB97M-V with the def2-TZVPD basis set.

```
7
Properties=species:S:1:pos:R:3
C 0.15 0.33 0.59
F -0.97 1.10 1.00
F 0.87 0.05 1.70
P -0.62 -1.05 -0.32
Br -0.95 0.08 -2.13
H 0.77 1.04 -0.18
H 0.75 -1.55 -0.67
```

Structure (SMILES) = FC(F)PBr
Orbital gap = 0.381 hartree

Atom charges from the natural (NBO) analysis, given in e for atoms 1 to 6: atom 1 (C): 0.260, atom 2 (F): -0.370, atom 3 (F): -0.330, atom 4 (P): 0.490, atom 5 (Br): -0.183, atom 6 (H): 0.157

So which one is most stable? That would be x), about 31.9 kcal/mol below the next structure.